Record 1
This record from OMol25 describes 8 unconnected molecules or ions with the total composition C10H38N2O8. The level of theory is wB97M-V/def2-TZVPD.

Structure (XYZ):
```
58
C10H38N2O8 wB97M-V/def2-TZVPD
C 0.1709 5.0694 3.9992
O 0.0107 3.8773 3.2447
C -0.9273 4.0130 2.2195
C -0.9776 2.8130 1.2555
C -1.3847 1.5052 1.9724
N 0.3504 2.5682 0.6428
H 0.8105 4.7756 4.8324
H -0.7934 5.4150 4.3769
H 0.7286 5.7979 3.4040
H -1.9415 4.0428 2.6566
H -0.8055 4.9445 1.6501
H -1.6757 3.0005 0.4370
H -1.2159 0.7286 1.2302
H -2.4414 1.5066 2.2431
H -0.8318 1.4031 2.9046
H 0.9766 3.3449 0.8609
H 0.8007 1.8600 1.2269
C 2.2426 -2.6080 -2.6768
O 2.4770 -1.4249 -1.9345
C 2.3503 -0.1961 -2.5972
C 3.4942 0.0813 -3.5623
C 4.8407 0.2611 -2.9112
N 3.2264 1.2374 -4.4554
H 3.1113 -2.8040 -3.3060
H 1.3319 -2.4624 -3.2750
H 2.0090 -3.3780 -1.9454
H 1.4230 -0.2419 -3.1916
H 2.2140 0.6367 -1.9071
H 3.6097 -0.7979 -4.2143
H 5.1482 -0.5659 -2.2758
H 4.9301 1.1882 -2.3242
H 5.6140 0.5408 -3.6383
H 2.3124 1.1121 -4.8901
H 3.8574 1.1063 -5.2431
C -0.0693 -2.2497 0.7426
C -1.0910 -2.1375 -0.3636
O -2.1397 -1.2617 0.0203
H 0.9266 -2.5644 0.4322
H -0.3355 -2.8911 1.5869
H 0.0271 -1.2691 1.2138
H -1.4003 -3.0703 -0.8498
H -0.6057 -1.7073 -1.2600
H -2.9610 -1.6254 -0.3946
O -2.7099 -1.1176 2.8254
H -3.5739 -1.5346 2.9092
H -2.5916 -0.9558 1.8660
O -3.3883 -4.6883 1.1687
H -4.2300 -4.5394 1.6153
H -2.7267 -4.6619 1.8710
O -4.0858 -2.7257 -1.3275
H -4.0084 -3.0453 -2.2340
H -3.8368 -3.4822 -0.7749
O -0.2736 -1.5534 4.1443
H -1.1682 -1.6491 3.7557
H -0.4140 -1.5433 5.0964
O -1.5914 0.6212 -2.6565
H -1.2491 1.3926 -2.1885
H -1.5496 -0.0909 -2.0071
```

For the energy above the lowest of the compared OMol25 structures with the same formula, charge and spin, the calculation gives 0.719 eV. As for the SMILES: COC[C@H](C)N.COC[C@H](C)N.CCO.O.O.O.O.O. Its molar mass is 314.420 g mol⁻¹. The total energy comes out at -1115.16248 Ha. As for the gap between HOMO and LUMO: 0.34127 hartree. The LUMO energy comes out at 0.0034 Ha.

=====

Record 2
This record from OMol25 describes a molecular structure, C26H35BrFeN5O3S. The level of theory is wB97M-V/def2-TZVPD.

Structure (XYZ):
```
72
C26H35BrFeN5O3S wB97M-V/def2-TZVPD
Fe 1.3192 -1.1376 -0.3657
Br -4.9048 5.0863 -4.7797
C -3.0204 5.0664 -4.6431
C -2.2499 5.4927 -5.7110
C -0.8692 5.4960 -5.5860
C -0.2633 5.0318 -4.4259
C -1.0520 4.6276 -3.3507
C -2.4294 4.6505 -3.4566
N 1.1621 5.1931 -4.3592
N 1.9090 4.4121 -3.7593
C 1.5258 3.0933 -3.3794
C 0.7346 2.2559 -4.1303
C 0.4911 0.9282 -3.7531
C 1.0224 0.4140 -2.5873
O 0.8075 -0.8156 -2.1636
C 1.8752 1.2644 -1.8097
N 2.3816 0.7292 -0.6569
C 3.2060 1.4541 0.0647
C 3.5863 2.7587 -0.2903
C 3.0567 3.3249 -1.4155
C 2.1628 2.5789 -2.2168
H -2.7211 5.8315 -6.6226
H -0.2434 5.8522 -6.3938
H -0.5923 4.3167 -2.4217
H -3.0480 4.3438 -2.6247
H 0.3036 2.6236 -5.0526
H -0.1179 0.2841 -4.3728
H 3.5972 1.0032 0.9674
H 4.2894 3.2958 0.3300
H 3.3115 4.3323 -1.7153
C -1.3029 0.9781 3.7769
C -2.6654 0.6165 3.1960
C -2.6109 0.2898 1.7077
S -1.5148 -1.1056 1.3653
O -0.2493 -0.4593 0.8046
C -2.3616 -1.8043 -0.0719
C -3.4185 -2.8310 0.3208
C -2.8498 -4.0488 1.0431
H -1.3832 1.2035 4.8391
H -0.8834 1.8519 3.2756
H -0.5886 0.1582 3.6660
H -3.3565 1.4505 3.3271
H -3.0905 -0.2341 3.7339
H -2.1841 1.1063 1.1207
H -3.5949 0.0354 1.3122
H -1.5618 -2.2510 -0.6677
H -2.7809 -0.9708 -0.6363
H -3.9178 -3.1480 -0.5957
H -4.1860 -2.3529 0.9364
H -2.0431 -4.4968 0.4585
H -3.6197 -4.8053 1.1858
H -2.4525 -3.7901 2.0257
C 2.5189 -0.9709 2.8225
N 2.2398 -2.3860 3.0280
C 2.9456 -2.9727 4.1671
C 1.8271 -3.1180 1.9696
O 1.8524 -2.6427 0.7969
N 1.3655 -4.3688 2.1590
C 1.1902 -5.2672 1.0238
C 0.8215 -4.8483 3.4225
H 2.6543 -0.5090 3.7981
H 1.6889 -0.4756 2.3229
H 3.4339 -0.8339 2.2405
H 3.9446 -2.5376 4.2184
H 3.0618 -4.0433 4.0461
H 2.4266 -2.7675 5.1036
H 1.5510 -4.7973 0.1168
H 0.1350 -5.5179 0.9063
H 1.7480 -6.1885 1.1957
H 0.5369 -4.0116 4.0561
H 1.5163 -5.4929 3.9624
H -0.0725 -5.4311 3.2014
```

For the energy above the lowest of the compared OMol25 structures with the same formula, charge and spin, the calculation gives 0.316 eV. The spin multiplicity is 5. The expectation value of S² is 6.01. Its net charge is +1. Its molar mass is 633.414 g mol⁻¹. The total energy comes out at -5746.96495 Ha. As for the gap between HOMO and LUMO (alpha / beta): 0.26165 / 0.25903 hartree. The LUMO energy (alpha / beta) comes out at -0.0894 / -0.0936 Ha.

=====

Record 3
This record from OMol25 describes 2 unconnected molecules or ions with the total composition C2H7N4. The level of theory is wB97M-V/def2-TZVPD.

Structure (XYZ):
```
13
C2H7N4 wB97M-V/def2-TZVPD
C -1.9166 0.2048 -0.0968
C 0.2422 1.1224 0.2738
N 4.3889 -0.3801 -0.2384
N 3.5511 0.1263 0.3637
N -2.7075 -0.8770 -0.0053
N -0.6418 0.1122 0.3349
H -2.1277 0.9964 -0.8448
H 1.2847 0.9332 0.6859
H 0.0292 1.8758 -0.4079
H 4.5091 -0.7857 -1.1613
H -3.7212 -0.8468 -0.2218
H -2.3987 -1.6602 0.6916
H -0.4917 -0.8214 0.6264
```

For the energy above the lowest of the compared OMol25 structures with the same formula, charge and spin, the calculation gives 5.053 eV. Its net charge is +1. Its molar mass is 87.106 g mol⁻¹. The total energy comes out at -299.03634 Ha. As for the gap between HOMO and LUMO (alpha / beta): 0.30255 / 0.21065 hartree. The LUMO energy (alpha / beta) comes out at -0.1553 / -0.1804 Ha.

=====

Record 4
This record from OMol25 describes 2 unconnected molecules or ions with the total composition C6H14N2O2. The level of theory is wB97M-V/def2-TZVPD.

Structure (XYZ):
```
24
C6H14N2O2 wB97M-V/def2-TZVPD
C -0.9065 -1.5112 -2.5691
N -0.7691 -0.3900 -1.6589
C -1.8659 0.5292 -1.5798
C -1.6482 1.4847 -0.4549
O -2.6824 0.5934 -2.4575
H -1.3919 -1.1579 -3.4729
H 0.1438 -1.7263 -2.8455
H -1.2261 -2.4709 -2.1469
H -0.3948 -0.5269 -0.7338
H -0.8164 1.1460 0.1582
H -1.2393 2.3876 -0.9685
H -2.5642 1.8703 -0.0246
C 0.8180 1.6238 1.8506
N 0.5990 0.1532 1.6463
C 1.8666 -0.5163 1.7675
C 1.8954 -1.9741 1.7218
O 2.8703 0.1520 1.6780
H 1.2925 1.9236 0.9216
H -0.1717 2.0895 1.8472
H 1.2359 2.0435 2.7691
H -0.0191 -0.1442 2.3990
H 1.2618 -2.5957 2.3446
H 1.5574 -2.3457 0.7544
H 2.8751 -2.4649 1.7522
```

For the energy above the lowest of the compared OMol25 structures with the same formula, charge and spin, the calculation gives 1.813 eV. As for the SMILES: CNC(C)=O.CNC(C)=O. Its molar mass is 146.190 g mol⁻¹. The total energy comes out at -496.99089 Ha. As for the gap between HOMO and LUMO: 0.36446 hartree. The LUMO energy comes out at 0.0193 Ha.

=====

Record 5
This record from OMol25 describes 2 unconnected molecules or ions with the total composition C2H9NOP. The level of theory is wB97M-V/def2-TZVPD.

Structure (XYZ):
```
14
C2H9NOP wB97M-V/def2-TZVPD
C 1.3941 -0.0885 -1.0581
C -0.1180 0.5046 0.8447
N 1.3345 0.1551 0.4327
O -3.9592 -0.5774 0.8532
P -4.0220 0.1948 -0.5603
H 2.3893 -0.1791 -1.6044
H 0.8505 -1.0184 -1.2784
H 0.9657 0.8249 -1.4906
H -0.8890 0.3417 -0.0325
H -0.1614 1.4687 1.1906
H 1.3576 -0.7244 0.8821
H 1.9114 0.8374 0.8551
H -3.9854 0.1828 1.4931
H -3.7543 -1.1403 -1.1860
```

For the energy above the lowest of the compared OMol25 structures with the same formula, charge and spin, the calculation gives 4.302 eV. Its net charge is +1. Its molar mass is 94.074 g mol⁻¹. The total energy comes out at -552.52239 Ha. As for the gap between HOMO and LUMO (alpha / beta): 0.35201 / 0.17230 hartree. The LUMO energy (alpha / beta) comes out at -0.1332 / -0.2215 Ha.

=====

Record 6
This record from OMol25 describes a molecular structure, C4H6BNO3. The level of theory is wB97M-V/def2-TZVPD.

Structure (XYZ):
```
15
C4H6BNO3 wB97M-V/def2-TZVPD
B -1.3500 -0.9218 2.4122
C -0.7282 0.6712 -0.7446
C -0.9282 -0.5556 0.9621
C 0.5681 0.1288 -0.7198
C 1.6405 0.4930 -1.7531
N 0.8130 -0.6570 0.2510
O -1.5459 0.2158 0.1402
O -0.3086 -1.3706 3.1903
O -2.7349 -0.9417 2.6073
H -1.1808 1.3449 -1.4357
H 1.4789 0.0945 -2.8308
H 1.5547 1.5556 -1.9242
H 2.6022 0.1877 -1.3983
H -0.5346 -1.8334 4.0422
H -3.0851 -1.1292 3.5209
```

For the energy above the lowest of the compared OMol25 structures with the same formula, charge and spin, the calculation gives 3.468 eV. Its molar mass is 126.908 g mol⁻¹. The total energy comes out at -461.31712 Ha. As for the gap between HOMO and LUMO (alpha / beta): 0.29757 / 0.29760 hartree. The LUMO energy (alpha / beta) comes out at 0.0054 / 0.0055 Ha.

=====

Record 7
This record from OMol25 describes a single C2H3NO molecule. The level of theory is wB97M-V/def2-TZVPD.

Structure (XYZ):
```
7
C2H3NO wB97M-V/def2-TZVPD
C -1.3974 0.1138 -0.2179
C -0.1434 -0.2150 -0.2473
N 0.9891 -0.5172 -0.2718
O 1.7560 0.2493 0.6110
H -1.6884 1.1546 -0.2707
H -2.1587 -0.6464 -0.1049
H 2.6427 -0.1391 0.5016
```

For the energy above the lowest of the compared OMol25 structures with the same formula, charge and spin, the calculation gives 3.598 eV. As for the SMILES: C=C=NO. Its molar mass is 57.052 g mol⁻¹. The total energy comes out at -207.86543 Ha. As for the gap between HOMO and LUMO: 0.34566 hartree. The LUMO energy comes out at 0.0159 Ha.

=====

Record 8
This record from OMol25 describes 2 unconnected molecules or ions with the total composition C6H15N3. The level of theory is wB97M-V/def2-TZVPD.

Structure (XYZ):
```
24
C6H15N3 wB97M-V/def2-TZVPD
C -1.3009 0.4122 1.1819
C -1.4718 1.8598 0.7815
C 0.7167 -0.1753 0.5902
N 0.7357 -1.5244 0.9942
C 1.6644 0.7161 0.9794
H 0.0105 -1.7853 1.6503
H 1.6395 -1.8188 1.3398
H -2.2234 -0.1660 1.0834
H -0.9691 0.3268 2.2194
H 1.7847 1.6748 0.4925
H 2.2142 0.5626 1.8968
H -1.8827 1.9673 -0.2332
H -2.1473 2.4311 1.4305
H -0.5066 2.3855 0.8064
C 1.3218 -0.5886 -1.9604
N 0.3142 -0.1067 -0.9664
C -1.0696 -0.6678 -1.1413
N -1.3565 -1.8981 -1.1754
H 0.2168 0.9034 -1.0603
H -0.6009 -2.4870 -0.8324
H -1.7642 0.0814 -1.5102
H 2.2418 -0.0262 -1.8252
H 1.5042 -1.6442 -1.7777
H 0.9281 -0.4327 -2.9638
```

For the energy above the lowest of the compared OMol25 structures with the same formula, charge and spin, the calculation gives 5.311 eV. Its molar mass is 129.207 g mol⁻¹. The total energy comes out at -401.69210 Ha. As for the gap between HOMO and LUMO: 0.25129 hartree. The LUMO energy comes out at 0.0242 Ha.